Computed, not measured: 4 unconnected molecules or ions with the total composition C33H76ClN2O2P in a non-equilibrium geometry, with ωB97M-V/def2-TZVPD.

XYZ file:
```
115
Properties=species:S:1:pos:R:3:mulliken_charge:R:1
C 19.072 -4.647 24.576 -1.14
C 18.134 -3.748 23.786 -0.71
C 18.296 -3.841 22.251 -0.83
C 17.737 -5.205 21.600 -1.35
P 17.362 -5.018 19.865 0.24
C 15.988 -3.844 19.713 -0.05
C 14.767 -4.083 20.620 -0.40
C 13.472 -3.514 20.123 -0.21
C 12.282 -3.775 21.097 -1.48
C 16.858 -6.585 19.170 0.77
C 17.387 -7.852 19.834 -0.69
C 16.565 -8.307 21.038 0.27
C 16.989 -9.615 21.710 -1.55
C 18.783 -4.496 18.926 -1.37
C 19.924 -5.574 18.980 -0.39
C 21.230 -5.176 18.319 -0.49
C 22.287 -6.302 18.315 -1.38
H 20.086 -4.368 24.256 0.28
H 18.885 -5.708 24.453 0.28
H 18.969 -4.456 25.658 0.39
H 18.355 -2.723 24.071 0.40
H 17.067 -3.850 24.005 0.34
H 19.334 -3.814 21.890 0.38
H 17.764 -2.990 21.737 0.40
H 16.818 -5.487 22.098 0.55
H 18.413 -6.044 21.737 0.91
H 15.709 -3.908 18.659 -0.46
H 16.371 -2.829 19.882 0.93
H 14.886 -3.732 21.642 0.23
H 14.650 -5.162 20.716 0.27
H 13.200 -3.894 19.133 0.07
H 13.717 -2.431 20.035 0.44
H 11.322 -3.646 20.593 0.38
H 12.448 -3.186 21.990 0.40
H 12.305 -4.810 21.464 0.35
H 17.079 -6.590 18.110 0.64
H 15.754 -6.648 19.275 -1.21
H 18.478 -7.804 20.056 0.45
H 17.162 -8.655 19.076 0.40
H 15.503 -8.395 20.743 -0.01
H 16.543 -7.554 21.847 0.04
H 17.160 -10.433 20.997 0.35
H 16.236 -9.886 22.440 0.42
H 17.981 -9.473 22.206 0.32
H 19.159 -3.555 19.313 0.68
H 18.413 -4.274 17.917 0.65
H 19.574 -6.499 18.495 0.10
H 20.018 -5.846 20.024 0.38
H 21.628 -4.288 18.795 0.37
H 21.077 -4.934 17.265 0.35
H 22.659 -6.483 19.308 0.34
H 23.153 -6.034 17.673 0.38
H 21.923 -7.254 17.971 0.37
C 10.622 0.079 15.952 -0.77
O 11.703 -0.834 15.456 -0.41
C 12.287 -1.670 16.410 -0.62
C 13.458 -2.313 15.798 -0.08
N 12.980 -2.971 14.494 -0.17
H 12.439 -3.780 14.792 0.39
H 12.342 -2.341 14.015 0.62
C 14.002 -3.422 13.512 -0.25
C 13.260 -3.906 12.310 -0.40
O 12.110 -3.137 12.175 -0.35
C 11.480 -3.209 10.943 -0.79
H 11.085 0.814 16.606 0.29
H 9.957 -0.468 16.622 0.34
H 10.143 0.479 15.088 0.27
H 11.646 -2.467 16.822 0.40
H 12.630 -1.042 17.231 0.47
H 13.943 -3.053 16.401 -0.18
H 14.175 -1.539 15.514 0.31
H 14.660 -4.158 13.946 0.00
H 14.587 -2.487 13.335 0.49
H 13.045 -5.036 12.383 0.13
H 13.889 -3.934 11.378 0.43
H 11.300 -4.262 10.674 0.30
H 12.044 -2.746 10.130 0.33
H 10.526 -2.723 10.973 0.29
C 11.421 -10.272 12.847 -1.18
C 11.293 -10.354 14.347 -0.81
C 11.983 -9.246 15.078 -0.06
C 13.521 -9.446 15.071 -1.17
N 14.167 -8.172 15.552 1.11
C 14.060 -7.129 14.469 -0.15
C 15.321 -7.397 13.607 -0.82
C 16.221 -8.432 14.341 -0.93
C 15.685 -8.510 15.731 0.23
C 13.651 -7.570 16.827 -0.69
C 13.565 -8.481 18.003 0.07
C 12.844 -7.883 19.145 -1.46
H 10.859 -9.432 12.440 0.30
H 10.919 -11.154 12.414 0.40
H 12.452 -10.240 12.486 0.32
H 11.640 -11.365 14.659 0.37
H 10.243 -10.388 14.680 0.38
H 11.642 -9.219 16.123 0.22
H 11.719 -8.306 14.626 0.32
H 13.830 -9.546 14.044 0.53
H 13.898 -10.316 15.608 0.32
H 14.118 -6.122 14.847 -0.42
H 13.179 -7.275 13.858 0.39
H 15.863 -6.466 13.454 0.38
H 15.067 -7.786 12.632 0.53
H 17.291 -8.258 14.256 0.50
H 16.078 -9.380 13.831 0.29
H 16.161 -7.753 16.363 -0.54
H 15.755 -9.477 16.188 0.58
H 12.765 -6.976 16.634 0.47
H 14.382 -6.816 17.067 -0.13
H 14.587 -8.814 18.339 0.00
H 12.966 -9.356 17.689 0.59
H 12.702 -8.568 19.971 0.39
H 11.843 -7.521 18.847 0.50
H 13.365 -6.989 19.549 0.01
Cl 15.650 -5.035 16.359 -0.66
```

Summary:
Charge: +2
E_tot, eV: -64327.33645
HOMO, eV: -13.71
Maximum force, eV/Å: 2.88
HOMO-LUMO gap, eV: 9.519